one | Formula: C40H107N9O11
Source: the Open Molecules 2025 dataset
Level of theory: ωB97M-V with the def2-TZVPD basis set

For the LUMO energy, the calculation gives 0.4 eV. The calculation puts the molecular weight at 890.3 g/mol. As for the net charge: 0. For the orbital gap, the calculation gives 0.318 Eh. As for the spin multiplicity: 1.

Positions of all 167 atoms, in Å:
C -6.5122 1.5991 -6.5569
O -6.8715 0.2400 -6.4114
C -6.8076 -0.1933 -5.0686
C -5.4191 -0.6897 -4.6629
N -5.0761 -0.2919 -3.3191
C -4.6950 1.0926 -3.2225
C -4.2632 1.4785 -1.8344
O -5.3843 1.6692 -0.9762
C -4.9621 2.1081 0.2695
H -6.6974 1.8891 -7.5892
H -5.4303 1.7167 -6.3954
H -7.0596 2.2353 -5.8561
H -7.5218 -1.0144 -4.9932
H -7.1612 0.5924 -4.3935
H -4.6762 -0.4500 -5.4426
H -5.4445 -1.7843 -4.6461
H -4.4066 -0.9186 -2.8724
H -5.5477 1.7379 -3.4576
H -3.8544 1.3698 -3.8848
H -3.6948 2.4189 -1.8032
H -3.6191 0.6999 -1.3916
H -5.8394 2.1505 0.9228
H -4.4926 3.1012 0.3137
H -4.2974 1.3963 0.7841
C 3.2756 -0.8758 -0.3460
O 1.8660 -1.0444 -0.3097
C 1.2381 -0.1230 0.5626
C -0.2533 -0.2579 0.3158
N -0.7197 0.3589 -0.9107
C -0.6925 1.7955 -1.0428
C -1.5401 2.5539 -0.0480
O -0.9884 2.6659 1.2474
C -0.0832 3.7101 1.3974
H 3.5787 0.0299 -0.8772
H 3.7039 -1.7399 -0.8451
H 3.6095 -0.8639 0.6979
H 1.4989 0.9096 0.3022
H 1.5005 -0.3124 1.6099
H -0.8713 0.1945 1.0964
H -0.5555 -1.3086 0.3235
H -0.4510 -0.1563 -1.7389
H -0.9014 2.0480 -2.0816
H 0.3385 2.1713 -0.8825
H -2.6197 2.4099 0.0408
H -1.5711 3.5724 -0.4981
H -0.5482 4.6845 1.1749
H 0.7552 3.6595 0.6844
H 0.3620 3.7486 2.3879
C -4.7199 2.7483 5.5456
C -5.1247 2.2931 4.1402
C -4.3625 1.0814 3.6484
O -3.0020 1.3383 3.4267
C -2.2051 0.2093 3.2044
N -6.5649 2.0749 3.9756
H -3.6463 2.9514 5.5668
H -4.8962 1.9283 6.2543
H -5.2595 3.6373 5.8642
H -4.7731 3.1235 3.5074
H -4.8064 0.7523 2.7016
H -4.5862 0.2682 4.3641
H -1.4522 0.0549 3.9753
H -1.6384 0.3795 2.2719
H -2.7734 -0.6692 2.8778
H -7.0853 2.9440 4.0377
H -6.8338 1.6110 4.8459
C -2.1460 4.3673 2.3549
C -1.9615 4.9761 3.7468
C -1.1159 4.0973 4.6315
O -1.0591 4.6177 5.9216
C -0.3493 3.7844 6.8029
N -1.4681 6.3554 3.5942
H -2.9408 3.6398 2.2184
H -1.1946 3.8550 2.1475
H -2.2799 5.1453 1.6040
H -2.9731 5.0938 4.1549
H -0.1737 3.8678 4.0975
H -1.5771 3.0898 4.6199
H -0.8422 2.8077 6.9310
H -0.2542 4.2876 7.7589
H 0.6325 3.5082 6.3922
H -0.5534 6.3310 3.1465
H -1.3052 6.7580 4.5123
C 3.1644 -4.3110 -1.7729
C 4.5837 -3.9193 -2.1143
C 5.3530 -5.1071 -2.6749
O 6.7256 -4.8193 -2.6365
C 7.5553 -5.9403 -2.8763
N 4.6087 -2.8060 -3.0887
H 2.5361 -3.4694 -1.4828
H 3.0623 -5.0533 -0.9802
H 2.7395 -4.8016 -2.6582
H 5.2104 -3.5832 -1.2796
H 5.0009 -5.3429 -3.6947
H 5.1527 -6.0368 -2.1172
H 7.1369 -6.8592 -2.4498
H 8.4874 -5.7265 -2.3553
H 7.7306 -6.1173 -3.9415
H 4.0140 -3.1999 -3.8137
H 5.5292 -2.6262 -3.4699
C 6.2372 2.2742 -0.9116
C 5.3926 2.3060 0.3550
C 6.1688 2.9749 1.4858
O 7.3175 2.1802 1.7273
C 8.1995 2.8067 2.6227
N 4.0955 2.9402 0.1782
H 5.6897 1.8230 -1.7448
H 7.1178 1.6360 -0.8031
H 6.6127 3.2616 -1.1928
H 5.2536 1.2783 0.7022
H 5.5360 2.9214 2.3821
H 6.3614 4.0293 1.2487
H 8.8415 2.0620 3.1056
H 7.6890 3.2602 3.4802
H 8.8720 3.4995 2.1100
H 4.2181 3.9209 -0.0571
H 3.6021 2.5286 -0.6060
C -5.4828 -2.9791 0.9224
C -5.2100 -2.3688 -0.4493
C -3.8354 -2.7955 -0.9122
O -3.5164 -2.3186 -2.1953
C -2.1951 -2.5754 -2.6182
N -6.2050 -2.8360 -1.4280
H -6.5225 -2.9154 1.2274
H -4.9381 -2.3507 1.6384
H -5.0413 -3.9735 0.9560
H -5.2673 -1.2687 -0.3877
H -3.8439 -3.8971 -0.9273
H -3.0606 -2.4568 -0.2058
H -1.9733 -3.6438 -2.6939
H -1.5585 -2.1030 -1.8621
H -2.0501 -2.0669 -3.5654
H -7.1522 -2.6093 -1.1591
H -6.0097 -2.3713 -2.3081
C 5.5259 -4.4999 4.7655
C 5.3182 -4.0597 3.3234
C 4.0599 -3.2359 3.1728
O 2.9485 -4.0389 3.4779
C 1.7415 -3.3211 3.4002
N 6.5501 -3.4399 2.8191
H 5.6590 -3.6880 5.4894
H 6.3971 -5.1519 4.8168
H 4.6635 -5.0465 5.1514
H 5.2588 -5.0090 2.7811
H 3.9423 -2.7491 2.1930
H 4.0971 -2.4053 3.9010
H 1.5769 -2.5418 4.1518
H 0.9382 -4.0551 3.3624
H 1.6786 -2.8119 2.4200
H 6.5953 -2.4596 3.1102
H 6.4503 -3.2939 1.8126
C 2.5296 0.4613 -3.7035
C 1.3429 -0.3860 -4.1530
C 1.6918 -1.2044 -5.3847
O 0.6115 -1.9501 -5.8976
C -0.4823 -1.1598 -6.3060
N 0.7562 -1.2065 -3.0631
H 3.4076 -0.1792 -3.5645
H 2.2932 0.8866 -2.7217
H 2.7653 1.2877 -4.3724
H 0.5455 0.3335 -4.3900
H 2.3887 -1.9487 -5.0010
H 2.1631 -0.5785 -6.1499
H -0.1785 -0.2539 -6.8337
H -1.0549 -0.8814 -5.4095
H -1.1734 -1.7686 -6.8844
H 1.3195 -1.2337 -2.2070
H 0.8332 -2.1569 -3.4302

two | Formula: C40H107N9O11
Source: the Open Molecules 2025 dataset
Level of theory: ωB97M-V with the def2-TZVPD basis set

For the LUMO energy, the calculation gives 0.5 eV. The calculation puts the molecular weight at 890.3 g/mol. As for the net charge: 0. For the orbital gap, the calculation gives 0.343 Eh. As for the spin multiplicity: 1.

Positions of all 167 atoms, in Å:
C -6.2785 5.8399 2.0059
O -5.6739 5.2653 0.8863
C -4.4146 5.8126 0.7198
C -3.7595 5.5140 -0.5898
C -4.6387 5.8758 -1.6962
N -3.2946 4.1689 -0.6825
H -6.5363 6.8925 1.8633
H -5.6663 5.6786 2.9057
H -7.2010 5.2734 2.1671
H -4.4651 6.8980 0.9515
H -3.7330 5.4748 1.5324
H -2.8774 6.1578 -0.5649
H -4.0920 5.7748 -2.6297
H -5.0476 6.8728 -1.5517
H -5.4926 5.1954 -1.7185
H -2.5360 3.9589 -0.0422
H -3.9813 3.4386 -0.5100
C 2.6751 2.3669 -3.9512
O 2.0563 3.4662 -3.2369
C 2.5999 3.7379 -1.9619
C 3.9449 4.4608 -2.0215
C 4.5215 4.7824 -0.6547
N 3.7615 5.7471 -2.7844
H 2.7536 1.4854 -3.3077
H 3.6723 2.6744 -4.3119
H 2.1077 2.1744 -4.8592
H 1.8378 4.3431 -1.4471
H 2.6575 2.8137 -1.3396
H 4.5618 3.8627 -2.6963
H 3.7422 5.2170 -0.0159
H 5.3554 5.4825 -0.6566
H 4.9432 3.8722 -0.2011
H 3.3992 5.5009 -3.7048
H 3.0147 6.2897 -2.3465
C 1.7527 -5.2118 -1.8820
O 2.9559 -5.3169 -1.1289
C 3.0526 -4.3944 -0.1186
C 4.3529 -3.6314 -0.2673
C 4.4189 -2.9767 -1.6313
N 5.4993 -4.5047 0.0521
H 1.6836 -6.1105 -2.4847
H 1.7838 -4.2930 -2.4887
H 0.8595 -5.1568 -1.2379
H 2.2249 -3.6716 -0.1977
H 3.0004 -4.8986 0.8487
H 4.2540 -2.8049 0.4588
H 3.6038 -2.3000 -1.9076
H 4.4874 -3.6806 -2.4658
H 5.3250 -2.3545 -1.6699
H 6.3718 -4.0214 -0.2057
H 5.5205 -5.3155 -0.5711
C 3.4482 2.6104 5.8168
O 3.8682 1.2951 5.4987
C 3.0784 0.7198 4.5073
C 3.5011 -0.6925 4.2810
C 4.8902 -0.7674 3.6965
N 2.4822 -1.3058 3.4085
H 3.9934 2.9391 6.7022
H 2.3742 2.6657 6.0698
H 3.6537 3.3156 4.9922
H 2.0078 0.7310 4.7705
H 3.1954 1.2905 3.5608
H 3.5143 -1.2072 5.2460
H 5.1516 -0.0459 2.9177
H 4.9846 -1.7520 3.1769
H 5.7260 -0.9392 4.3934
H 2.2272 -0.6721 2.6628
H 2.7416 -2.2357 3.1447
C 0.9099 3.1926 2.1715
O -0.4113 3.3148 1.6816
C -1.3683 2.5538 2.3837
C -1.4638 2.9075 3.8396
C -2.4004 1.9798 4.5593
N -2.0103 4.3068 3.9260
H 1.4726 3.6436 1.3393
H 1.3089 2.1710 2.2386
H 1.1464 3.7706 3.0691
H -2.3185 2.8296 1.9034
H -1.2499 1.4783 2.1797
H -0.4807 2.8114 4.3373
H -3.2280 1.7192 3.8899
H -2.8426 2.4070 5.4599
H -1.8832 1.0711 4.8895
H -1.5419 4.8855 3.2250
H -1.8100 4.6997 4.8418
C -1.1436 -4.1599 -3.9103
O -1.2352 -5.0602 -4.9631
C -1.1909 -6.3422 -4.5059
C -1.3830 -7.3191 -5.6256
C -2.6711 -7.0813 -6.3281
N -1.5547 -8.6120 -4.9389
H -1.9320 -4.3810 -3.1725
H -1.3648 -3.1320 -4.1856
H -0.1569 -4.2303 -3.4343
H -0.2666 -6.5258 -3.9292
H -2.0341 -6.5147 -3.8067
H -0.5157 -7.3567 -6.2905
H -2.8168 -6.1143 -6.8233
H -3.5081 -7.1295 -5.6184
H -2.9044 -7.8438 -7.0816
H -1.5696 -9.3505 -5.6529
H -0.6845 -8.8582 -4.4400
C -5.3666 -1.1342 6.7869
O -6.2449 -1.6524 5.9254
C -6.5987 -0.7064 4.8851
C -7.6212 -1.3495 4.0278
C -7.0708 -2.5500 3.3502
N -7.9305 -0.3830 2.9502
H -5.8754 -0.4977 7.5253
H -4.5781 -0.5289 6.3122
H -4.8788 -1.9586 7.2994
H -6.9917 0.2044 5.3777
H -5.6800 -0.4713 4.3188
H -8.5358 -1.5502 4.5966
H -7.7699 -2.9188 2.5837
H -6.9515 -3.3891 4.0330
H -6.1882 -2.2619 2.7843
H -8.4676 -0.8173 2.2129
H -8.4701 0.4199 3.2667
C 5.3048 0.8418 -0.7429
O 5.1193 0.9602 -2.1103
C 6.1867 0.3902 -2.8398
C 5.9659 0.4768 -4.3337
N 4.7438 -0.1651 -4.8388
C 5.0164 -1.5909 -5.0519
C 3.8890 -2.3894 -5.6313
O 2.8481 -2.7001 -4.7307
C 1.6650 -1.9769 -4.9646
H 4.6171 1.4460 -0.1553
H 6.3364 1.0887 -0.4349
H 5.1823 -0.1925 -0.3554
H 6.3247 -0.6564 -2.5049
H 7.1628 0.8761 -2.6324
H 6.8649 0.0368 -4.7816
H 5.9402 1.5244 -4.6513
H 4.1729 -0.0747 -3.9861
H 5.2707 -2.0705 -4.0928
H 5.8598 -1.6251 -5.7429
H 4.3426 -3.2999 -6.0481
H 3.4912 -1.8675 -6.5162
H 1.8173 -0.8899 -4.8306
H 0.9391 -2.3072 -4.2201
H 1.1254 -2.0653 -5.9247
C 2.1302 0.0492 0.2356
O 1.0863 -0.5301 0.8980
C -0.1388 -0.4054 0.1920
C -1.2655 -0.9852 1.0776
N -2.4984 -0.6968 0.4710
C -3.6364 -0.9727 1.3596
C -4.8008 -0.2209 0.8165
O -4.4345 1.1613 0.6884
C -4.9268 1.9243 1.6821
H 1.9944 1.1363 0.2048
H 2.1652 -0.3747 -0.7765
H 3.1013 -0.1647 0.6750
H -0.1464 -0.7817 -0.8467
H -0.3699 0.6864 0.0743
H -1.1326 -0.5310 2.0735
H -1.0528 -2.0594 1.1758
H -2.5529 0.3136 0.2903
H -3.4991 -0.7456 2.4306
H -3.7999 -2.0554 1.2448
H -5.6899 -0.3322 1.4430
H -5.0090 -0.5662 -0.2005
H -6.0213 2.0187 1.6403
H -4.6047 2.9661 1.6359
H -4.6624 1.5346 2.6738

Quick ranking, most stable first: two, one.

one | Formula: C4H12N3S
Source: the Open Molecules 2025 dataset
Level of theory: ωB97M-V with the def2-TZVPD basis set

For the LUMO energy (spin up / spin down), the calculation gives -4.5 / -4.5 eV. The calculation puts the molecular weight at 134.2 g/mol. As for the net charge: +1. For the orbital gap (spin up / spin down), the calculation gives 0.307 / 0.307 Eh. As for the spin multiplicity: 1.

Positions of all 20 atoms, in Å:
C -1.0534 -0.0182 0.3043
C 2.0524 0.4547 -1.0752
C 0.6804 -1.4446 1.0547
C 1.2442 0.8496 0.2518
N -1.9912 -0.8327 0.6818
N 0.2284 -0.0952 0.4687
N -2.0016 1.6313 -0.6369
S -3.5355 1.2220 -0.9278
H 2.7070 1.2013 -1.3165
H 2.5427 -0.4678 -0.9832
H 1.3505 0.5228 -1.9483
H -0.1160 -1.6946 1.7718
H 0.8097 -2.2047 0.3455
H 1.5909 -1.2669 1.6726
H 1.8622 0.8577 1.0966
H 0.8410 1.8438 -0.1148
H -1.8110 -1.8033 1.0887
H -2.8506 -0.4497 0.8530
H -1.9740 2.3452 0.1066
H -3.4722 0.3623 -1.8653

two | Formula: C4H12N3S
Source: the Open Molecules 2025 dataset
Level of theory: ωB97M-V with the def2-TZVPD basis set

For the LUMO energy (spin up / spin down), the calculation gives -3.9 / -3.9 eV. The calculation puts the molecular weight at 134.2 g/mol. As for the net charge: +1. For the orbital gap (spin up / spin down), the calculation gives 0.303 / 0.303 Eh. As for the spin multiplicity: 1.

Positions of all 20 atoms, in Å:
C 0.7875 1.6743 -0.4399
C -3.1098 0.0413 0.3728
C 3.4123 -0.2478 0.3967
C -1.5561 -1.9829 -0.1490
N 0.2672 0.3274 -0.4162
N -2.3096 -0.9454 -0.3390
N 0.7462 -0.7530 -0.1157
S 2.1078 -1.5240 0.2703
H 1.1284 1.8318 -1.3715
H 1.6340 1.7425 0.3797
H 0.0154 2.2979 -0.3102
H -2.6195 0.9498 0.2824
H -4.0753 -0.1087 0.1163
H -3.0001 -0.2678 1.3860
H 3.5956 0.0130 -0.5480
H 4.2990 -0.7696 0.9523
H 3.0887 0.5099 0.9816
H -1.1295 -2.5337 -0.9151
H -1.3821 -2.2224 0.8304
H -2.4427 -0.6659 -1.2942

Quick ranking, most stable first: one, two.